one | {"formula": "C2H4N3O", "method": "ωB97M-V with the def2-TZVPD basis set", "elements": ["C", "N", "O", "C", "N", "N", "H", "H", "H", "H"], "coordinates": [[-0.57067, -0.91559, 0.90444], [0.32846, 0.06389, 0.24681], [1.42498, 0.36297, 0.58520], [-0.21129, 0.57530, -0.89333], [0.72160, 1.31025, -1.47901], [1.75865, 1.64594, -1.17004], [-1.11472, -1.51915, 0.12956], [0.16070, -1.46222, 1.54329], [-1.38164, -0.23060, 1.51773], [-1.11607, 0.16921, -1.38465]], "homo_energy_ev": [-16.02, -16.02], "smiles": "C/[N+]([O-])=C/[N+]#N", "total_charge": 1}



two | {"formula": "C2H4N3O", "method": "ωB97M-V with the def2-TZVPD basis set", "elements": ["C", "N", "C", "N", "N", "O", "H", "H", "H", "H"], "coordinates": [[-0.59547, 0.08175, 0.27524], [0.37784, 0.86020, -0.42698], [1.51983, 0.68287, -1.04635], [1.93573, 1.83781, -1.60215], [1.04097, 2.70459, -1.34243], [0.11573, 2.21525, -0.67330], [-1.47702, 0.69749, 0.75631], [-1.15311, -0.39761, -0.52428], [0.00830, -0.64131, 0.84929], [2.10447, -0.13727, -1.15529]], "homo_energy_ev": -17.67, "smiles": "C[n+]1cnno1", "total_charge": 1}



three | {"formula": "C2H4N3O", "method": "ωB97M-V with the def2-TZVPD basis set", "elements": ["C", "C", "N", "N", "N", "O", "H", "H", "H", "H"], "coordinates": [[-2.57355, -0.56738, 0.00543], [0.46582, 1.49028, 0.07370], [2.94478, -0.82965, -0.24171], [1.29114, 0.61611, -0.03814], [2.13124, -0.15334, 0.34156], [-1.41550, -0.29668, -0.15024], [-3.10207, -1.27495, 0.62907], [-3.24252, 0.24252, -0.43843], [-0.15571, 2.22584, -0.29286], [3.65637, -1.45276, 0.11163]], "homo_energy_ev": -14.12, "total_charge": 1}



Which of them is the most stable? Correct choice: two.